C5H19NO6 | ωB97M-V/def2-TZVPD

Computed properties:
- Largest force on an atom: 1.68 eV/Å
- Total charge: -2
- HOMO-LUMO gap: 8.2 eV

Last column: Löwdin charge in e.
CARTESIAN COORDINATES (ANGSTROEM)
1 C 2.556320 -0.199412 1.222567  -0.300
2 O 2.888020 0.083245 -0.109153  -0.177
3 C 1.190147 -0.858918 1.619321  -0.373
4 C 0.069564 0.217023 1.870693  -0.152
5 C -1.297806 -0.026745 1.191339  -0.197
6 C -2.555120 0.577620 1.818899  -0.336
7 O -2.825222 1.922651 1.468591  -0.225
8 N 0.783692 -1.869246 0.673396  0.026
9 H 3.328763 -0.910525 1.540938  0.084
10 H 2.681175 0.760648 1.753132  0.096
11 H 1.469764 -1.349003 2.558363  0.109
12 H 0.057501 0.322838 2.954447  0.091
13 H 0.354553 1.223875 1.560995  0.100
14 H -1.164928 0.302479 0.162270  0.099
15 H -1.345190 -1.122304 1.145982  0.091
16 H -2.405315 0.538673 2.911792  0.085
17 H -3.449486 -0.029998 1.678108  0.080
18 H 1.549201 -2.497433 0.449292  0.074
19 H 0.525173 -1.430922 -0.200769  0.053
20 H 1.336170 -2.280147 -2.266092  -0.041
21 H 0.414480 -3.588604 -1.553556  -0.064
22 O 0.749633 -3.287586 -2.400198  -0.303
23 H -1.177580 1.133132 -3.264953  -0.019
24 H -1.479455 2.225808 -2.107395  -0.027
25 O -1.393039 2.064369 -3.147419  -0.199
26 H -0.923978 2.644480 -0.420734  -0.020
27 H -2.376861 2.227241 0.471368  -0.012
28 O -1.851015 2.582263 -0.683971  -0.305
29 H 2.345474 -0.312020 -0.960206  0.021
30 H 1.303180 -0.581721 -2.570604  0.009
31 O 1.788593 -1.138580 -1.952668  -0.267

Atoms 1-3, force components in eV/Å:
0.218 -0.012 -0.683
-0.687 0.523 -0.875
0.665 1.306 -0.824

---

C35H33N8O7PS2Sr | ωB97M-V/def2-TZVPD

Computed properties:
- Largest force on an atom: 0.53 eV/Å
- Total charge: -2
- HOMO-LUMO gap: 6.3 eV

Last column: Löwdin charge in e.
CARTESIAN COORDINATES (ANGSTROEM)
1 Sr 0.285533 0.763755 1.563170  1.178
2 C 0.638204 3.524778 3.576956  -0.215
3 C -0.874755 3.734681 3.506579  -0.214
4 N -1.536415 2.714916 2.720232  -0.126
5 C -2.469795 3.154939 1.709005  -0.242
6 C -1.781131 3.811289 0.510437  -0.210
7 N -0.615788 3.070293 0.027650  -0.085
8 C 0.600163 3.876938 -0.082190  -0.217
9 C 1.130744 4.336718 1.279985  -0.199
10 N 1.225940 3.264458 2.264060  -0.121
11 H 0.843298 2.652655 4.201866  0.100
12 H 1.080449 4.404829 4.073588  0.111
13 H -1.092174 4.715838 3.071911  0.101
14 H -1.250636 3.769587 4.536235  0.119
15 H -1.911737 1.950182 3.269458  0.029
16 H -3.220996 3.868161 2.094355  0.114
17 H -3.012299 2.267268 1.387350  0.050
18 H -1.467553 4.823787 0.785842  0.098
19 H -2.528936 3.936661 -0.280771  0.112
20 H -0.812346 2.637953 -0.866719  0.105
21 H 0.442067 4.782381 -0.691559  0.116
22 H 1.342941 3.265438 -0.588040  0.083
23 H 0.486926 5.125232 1.679319  0.096
24 H 2.104612 4.808927 1.105444  0.117
25 H 2.170789 2.906888 2.352926  0.096
26 N -3.071439 0.689389 -0.958262  0.097
27 C -3.076293 -0.227451 -1.999786  -0.314
28 C -4.074389 -0.131725 -2.977710  -0.051
29 C -4.098380 -0.988691 -4.059497  -0.109
30 C -3.119692 -1.964671 -4.200783  -0.109
31 C -2.128624 -2.062142 -3.238747  -0.117
32 C -2.082266 -1.214554 -2.132304  -0.308
33 P -0.771575 -1.365379 -0.850032  1.099
34 C -1.275052 -2.866696 0.073538  -0.370
35 C -2.288456 -3.727839 -0.333978  -0.080
36 C -2.695486 -4.772748 0.483962  -0.092
37 C -2.094908 -4.966096 1.719551  -0.092
38 C -1.077935 -4.117357 2.132138  -0.067
39 C -0.672734 -3.071951 1.316046  -0.125
40 C 0.647843 -1.917745 -1.868800  -0.362
41 C 0.974664 -1.198723 -3.021768  -0.108
42 C 2.110013 -1.509459 -3.752729  -0.094
43 C 2.953463 -2.529556 -3.328860  -0.097
44 C 2.647789 -3.233051 -2.174745  -0.082
45 C 1.502096 -2.932327 -1.448121  -0.076
46 H -3.987063 1.033780 -0.713551  0.093
47 H -2.567340 0.395282 -0.129512  -0.058
48 H -4.834101 0.635009 -2.873591  0.102
49 H -4.884105 -0.891496 -4.799595  0.093
50 H -3.129050 -2.639022 -5.047349  0.090
51 H -1.357070 -2.816418 -3.341175  0.110
52 H -2.790115 -3.564881 -1.280298  0.090
53 H -3.502778 -5.421089 0.165336  0.093
54 H -2.437296 -5.760236 2.371571  0.095
55 H -0.622219 -4.235185 3.106835  0.110
56 H 0.108108 -2.407373 1.665542  0.073
57 H 0.340534 -0.379496 -3.342334  0.113
58 H 2.357190 -0.930162 -4.634177  0.099
59 H 3.856700 -2.753451 -3.883312  0.100
60 H 3.312688 -4.011932 -1.821991  0.100
61 H 1.285942 -3.472965 -0.536798  0.100
62 O 2.885871 0.684583 2.083603  -0.079
63 C 2.815777 -0.251348 1.247484  -0.699
64 O 1.946109 -1.158843 1.279537  -0.118
65 C 3.589304 -0.093185 -0.036999  -0.046
66 C 4.809011 -0.598595 -0.325082  0.059
67 C 5.383451 -0.346154 -1.595368  -0.170
68 C 4.719478 0.411447 -2.527768  0.053
69 C 3.476050 0.950791 -2.236115  -0.083
70 C 2.815420 0.705844 -0.977214  -0.301
71 O 1.673166 1.100333 -0.655610  -0.116
72 N 2.841818 1.713144 -3.280305  -0.352
73 O 1.873291 2.403821 -3.009993  0.062
74 O 3.297869 1.631116 -4.420750  0.011
75 N 6.670387 -0.890552 -1.921277  -0.372
76 O 7.243684 -1.571743 -1.077973  0.029
77 O 7.146565 -0.674616 -3.031315  0.022
78 H 5.352208 -1.195366 0.394141  0.128
79 H 5.157929 0.590820 -3.497180  0.125
80 S -2.603925 -0.294128 2.183444  0.509
81 C -2.084272 -0.703369 3.783151  -1.200
82 S -0.526645 -0.252620 4.365330  0.451
83 C -2.979401 -1.386295 4.620089  -0.429
84 C -2.647926 -1.736725 5.962020  -0.308
85 N -2.442582 -2.028299 7.061059  0.098
86 C -4.286455 -1.766704 4.200660  -0.312
87 N -5.361948 -2.083541 3.920619  0.099

Atoms 1-3, force components in eV/Å:
-0.452 0.239 0.144
0.136 0.080 -0.102
-0.029 0.016 0.044

---

C5H12NO | ωB97M-V/def2-TZVPD

Computed properties:
- SMILES: CC(C)[C@H](N)C[O-]
- Largest force on an atom: 2.90 eV/Å
- Total charge: -1
- HOMO-LUMO gap: 6.2 eV

Last column: Löwdin charge in e.
CARTESIAN COORDINATES (ANGSTROEM)
1 C 0.371818 -1.708348 0.173987  -0.073
2 C -0.650960 -0.514734 -0.193582  -0.395
3 C -1.099916 -0.559873 -1.602131  -0.140
4 C 0.106364 0.753048 0.121036  -0.364
5 N 1.592331 0.796621 -0.252136  0.003
6 C -0.005465 1.137290 1.680336  -0.524
7 O -0.664198 0.368004 2.539241  -0.321
8 H -0.123082 -2.725520 0.346032  0.075
9 H 1.105245 -1.919513 -0.607602  0.046
10 H 0.913129 -1.457438 1.064487  0.048
11 H -1.558701 -0.529354 0.411221  0.125
12 H -1.865402 0.229305 -1.781551  0.072
13 H -1.703491 -1.437407 -1.848653  0.059
14 H -0.362070 -0.398608 -2.446085  0.084
15 H -0.270131 1.693666 -0.331316  0.106
16 H 1.974447 1.448497 0.424894  0.023
17 H 1.639707 1.105030 -1.230005  0.047
18 H -0.433358 2.204883 1.581878  0.069
19 H 1.033733 1.514450 1.949949  0.061

Atoms 1-3, force components in eV/Å:
-1.906 -0.908 -0.382
2.366 -1.154 0.380
-1.169 0.670 -2.565

---

C16H27BeN9OS2 | ωB97M-V/def2-TZVPD

Computed properties:
- Largest force on an atom: 0.88 eV/Å
- HOMO-LUMO gap: 8.0 eV

Last column: Löwdin charge in e.
CARTESIAN COORDINATES (ANGSTROEM)
1 Be 0.110602 0.152599 -0.149196  -0.107
2 C 0.899837 3.017455 1.273438  -0.021
3 N 0.728946 2.228659 2.478640  -0.074
4 C 0.710443 2.894954 3.769295  -0.115
5 C 0.610187 1.724385 4.735310  -0.121
6 N 0.078210 0.638416 3.903407  -0.077
7 C 0.441288 -0.716030 4.332815  -0.039
8 C 0.166583 1.002969 2.567629  -0.321
9 N -0.262774 0.299692 1.559287  0.044
10 C -0.990285 -0.953333 1.826493  -0.204
11 C -1.898003 -1.217296 0.645413  -0.178
12 N -1.075072 -1.106506 -0.572438  0.061
13 C -1.460931 -1.595396 -1.713398  -0.294
14 N -0.735431 -1.484928 -2.862331  -0.075
15 C 0.431724 -0.649015 -3.091895  -0.048
16 C -1.532706 -1.844469 -4.019541  -0.123
17 C -2.603935 -2.718764 -3.403369  -0.131
18 N -2.638743 -2.263218 -2.012589  -0.074
19 C -3.411622 -3.120440 -1.121424  -0.050
20 H 1.615417 3.806595 1.496918  0.098
21 H -0.037543 3.476454 0.946505  0.095
22 H 1.305306 2.411423 0.467493  0.025
23 H -0.151965 3.563792 3.847056  0.129
24 H 1.615681 3.481481 3.911536  0.125
25 H -0.046233 1.927257 5.578502  0.122
26 H 1.596304 1.454372 5.120143  0.119
27 H 1.056875 -0.636518 5.227523  0.086
28 H 1.030564 -1.228633 3.572706  0.092
29 H -0.427907 -1.322133 4.580760  0.083
30 H -1.594287 -0.894597 2.731375  0.118
31 H -0.297629 -1.798818 1.913298  0.111
32 H -2.701620 -0.470516 0.622722  0.135
33 H -2.332907 -2.195695 0.801363  0.090
34 H 0.992813 -0.501406 -2.176651  -0.021
35 H 0.153455 0.328896 -3.495233  0.095
36 H 1.080282 -1.157428 -3.805590  0.102
37 H -0.923806 -2.367461 -4.754131  0.126
38 H -1.956267 -0.950400 -4.489893  0.132
39 H -2.337371 -3.779831 -3.453050  0.127
40 H -3.578386 -2.584352 -3.867370  0.124
41 H -4.152845 -3.628766 -1.733310  0.089
42 H -3.952283 -2.556101 -0.370195  0.079
43 H -2.795439 -3.884603 -0.637033  0.101
44 C 5.392166 -0.501435 -1.945673  -0.121
45 O 4.268892 -0.949380 -1.179223  -0.251
46 C 3.259203 -0.097704 -0.940358  -1.280
47 S 3.250054 1.454535 -1.520058  0.630
48 S 2.039550 -0.874393 0.009468  0.714
49 H 6.037691 -1.369536 -2.040890  0.088
50 H 5.908979 0.308169 -1.435634  0.077
51 H 5.077577 -0.148190 -2.924523  0.069
52 N -2.212575 5.544712 -1.563437  0.079
53 C -1.686496 4.543402 -1.826246  -0.404
54 N -1.103211 3.425769 -2.202580  0.086
55 C -0.681473 2.421859 -1.566903  -0.278
56 N -0.278876 1.459436 -1.044912  0.153

Atoms 1-3, force components in eV/Å:
0.123 -0.113 0.070
-0.103 -0.054 0.031
0.142 0.051 -0.059

---

- largest force on an atom of number 2 (C35H33N8O7PS2Sr)?
  0.53 eV/Å

---

- Among the records above, which one has the lowest HOMO-LUMO gap?
  C5H12NO

---

- What is the formula in the fourth record?
  C16H27BeN9OS2

---

- The highest HOMO-LUMO gap belongs to which entry?
  C5H19NO6